Molecular formula: C27H27O8S2
Method: DFT, ωB97M-V/def2-TZVPD

Calculated values
Maximum force in eV/A: 1.76
E_HOMO in eV: -3.307
Total charge: -1
Kohn-Sham gap in eV: 5.110
Lowest unoccupied orbital energy in eV: 1.80

XYZ file:
```
64
C27H27O8S2 ωB97M-V/def2-TZVPD
C -4.736 4.761 -2.264
C -3.895 4.640 -3.375
C -2.565 4.252 -3.204
C -2.085 3.986 -1.918
S -0.386 3.498 -1.692
C -0.396 1.736 -1.927
C -1.452 0.981 -1.544
C -1.536 -0.465 -1.671
C -1.270 -1.119 -2.894
C -1.337 -2.506 -2.979
C -1.654 -3.268 -1.847
C -1.935 -2.628 -0.634
C -1.913 -1.239 -0.559
S 1.132 0.952 -2.526
C 2.450 2.071 -2.026
C 3.265 2.652 -2.995
C 4.318 3.477 -2.599
C 4.558 3.700 -1.240
C 3.750 3.093 -0.273
C 2.701 2.263 -0.667
O 1.365 -0.273 -1.797
O 1.064 0.962 -3.972
O 0.370 4.081 -2.780
O -0.033 3.776 -0.317
C -2.919 4.116 -0.804
C -4.250 4.498 -0.979
H -5.774 5.064 -2.399
H -4.265 4.846 -4.381
H -1.894 4.154 -4.056
H -2.292 1.523 -1.111
H -1.056 -0.527 -3.785
H -1.125 -2.982 -3.937
H -1.680 -4.355 -1.907
H -2.149 -3.199 0.271
H -2.129 -0.724 0.379
H 3.049 2.471 -4.045
H 4.941 3.944 -3.364
H 5.378 4.347 -0.928
H 3.923 3.254 0.793
H 2.076 1.766 0.072
H -2.520 3.916 0.188
H -4.894 4.586 -0.103
H 1.494 -2.991 4.459
C 0.916 -3.327 3.614
C -0.460 -2.978 3.535
O -1.282 -3.228 2.659
O -0.829 -2.256 4.654
C -2.214 -1.876 4.583
C -2.604 -1.152 5.846
C 1.536 -4.157 2.634
O 1.045 -4.643 1.624
O 2.858 -4.385 2.960
C 3.508 -5.181 1.954
C 4.916 -5.498 2.387
H -2.373 -1.216 3.716
H -2.842 -2.771 4.463
H -3.647 -0.846 5.746
H -2.528 -1.806 6.720
H -1.999 -0.255 6.005
H 2.952 -6.116 1.800
H 3.528 -4.625 1.004
H 5.391 -6.070 1.588
H 5.506 -4.591 2.553
H 4.926 -6.113 3.291
```

Results of the Löwdin charge analysis, in e, for atoms 1 through 4: number 1, C, carries -0.08; number 2, C, carries -0.07; number 3, C, carries -0.05; number 4, C, carries -0.29